# C2H7N4S

A molecular structure, C2H7N4S at a distorted geometry (ωB97M-V with the def2-TZVPD basis set, the OMol25 dataset).

```
14
Properties=species:S:1:pos:R:3:nbo_charge:R:1
C 1.9177 1.2684 0.6589 0.201
C 1.2203 -0.1542 -0.9398 -0.011
N 2.9114 0.4593 0.7344 -0.542
N 0.9647 0.9659 -0.2931 -0.164
N -0.0832 1.7746 -0.5760 -0.604
N -0.4166 -1.5428 0.2950 -1.080
S 2.8491 -0.7682 -0.3047 0.737
H 1.8436 2.1322 1.2985 0.242
H 0.6685 -0.5474 -1.7658 0.264
H -0.3801 2.3665 0.1884 0.406
H -0.8378 1.3225 -1.0766 0.404
H 0.0812 -2.4250 0.3528 0.383
H -1.2731 -1.7237 -0.2192 0.381
H -0.6980 -1.3137 1.2436 0.384
```

Computed properties:
Total charge ... +1
Lowest unoccupied orbital energy ... -4.276 eV
Energy ... -18974.8105 eV
Energy relative to the best compared isomer or geometry (same formula, charge and spin) ... 21.7 kcal/mol
HOMO ... -14.008 eV